{
  "formula": "C4H12N2O2",
  "method": "the ωB97M-V functional and the def2-TZVPD basis",
  "elements": ["O", "O", "N", "N", "C", "C", "C", "C", "H", "H", "H", "H", "H", "H", "H", "H", "H", "H", "H", "H"],
  "coordinates": [[1.151481, 0.227027, -0.313766], [1.578393, -6.538503, 0.457657], [0.092785, 1.054303, 1.503812], [-1.303626, 0.155932, -1.458062], [-0.048028, 2.291465, -1.782983], [-0.843472, 1.402223, -0.862222], [0.253332, 0.900470, 0.183690], [-0.947326, 1.805113, 2.155518], [-1.853217, 1.947335, 1.579254], [-1.287375, 1.399939, 3.111347], [0.899260, 2.666064, -1.400509], [-1.634202, 1.819161, -0.278159], [0.271691, 1.677191, -2.626805], [-2.106381, -0.229968, -0.985311], [0.875902, 0.881421, 2.116429], [1.746683, -5.610438, 0.684628], [-0.660311, 3.092454, -2.226811], [1.583998, -6.288105, -0.472835], [-0.566720, -0.515444, -1.592536], [-0.733951, 2.881784, 2.384288]],
  "atomic_forces_ev_per_a": [[0.24, 0.50, 0.82], [0.22, 1.46, -0.61], [-0.31, 0.80, 1.31], [-1.03, 0.80, -0.85], [-0.45, 0.37, -1.60], [2.20, -1.92, 2.23], [-0.40, -0.84, -1.91], [-0.93, 1.93, 0.58], [-0.05, -0.65, -0.38], [0.38, -0.47, -0.17], [-0.31, 0.27, 0.45], [-0.65, 0.74, -0.38], [-0.11, -0.08, -0.02], [0.17, -0.14, 0.04], [0.20, -0.45, -0.41], [0.02, -0.23, 1.37], [0.28, -0.11, 0.29], [-0.24, -1.22, -0.77], [0.17, -0.02, 0.15], [0.63, -0.75, -0.16]],
  "mulliken_charge": [-0.666, -0.625, -0.132, -0.695, -1.359, 0.438, 0.224, -0.834, 0.289, 0.334, 0.307, 0.404, 0.351, 0.211, 0.260, 0.314, 0.309, 0.311, 0.269, 0.290],
  "lumo_ev": 0.65,
  "total_charge": 0,
  "smiles": "CNC(=O)[C@@H](C)N.O",
  "homo_ev": -8.84,
  "gap_ev": 9.489
}

{
  "formula": "C15H14FN2O7P2Zn",
  "method": "the ωB97M-V functional and the def2-TZVPD basis",
  "elements": ["Zn", "P", "P", "F", "O", "O", "O", "O", "O", "O", "O", "N", "N", "C", "C", "C", "C", "C", "C", "C", "C", "C", "C", "C", "C", "C", "C", "C", "H", "H", "H", "H", "H", "H", "H", "H", "H", "H", "H", "H", "H", "H"],
  "coordinates": [[0.551880, -0.032397, 1.133114], [-2.027999, 2.346413, -0.191545], [-0.614774, 2.498961, 2.543787], [5.086942, -4.045883, 2.134604], [-1.988045, 3.287617, -1.313983], [0.090732, 1.167925, 2.601748], [-1.426307, -0.293170, 0.488617], [-1.017057, 2.675677, 0.964830], [-0.005117, 3.749731, 3.001365], [-3.446769, 2.363511, 0.583045], [-2.041083, 2.225842, 3.245068], [0.603043, 0.757584, -0.881204], [-2.461213, -0.567741, 1.408118], [3.490467, -3.138214, 0.653939], [2.459169, -2.231244, 0.430257], [-1.786255, 0.609678, -0.760048], [1.995242, -1.358023, 1.419741], [2.627376, -1.441378, 2.666289], [-2.974828, 0.158240, -1.472759], [-2.903416, -0.322803, -2.767881], [-0.529667, 0.483225, -1.556263], [1.863533, 0.368078, -2.852120], [1.772388, 0.710969, -1.502990], [0.725815, 0.012982, -3.531447], [4.071698, -3.167516, 1.903063], [3.662910, -2.335662, 2.922684], [-0.536351, 0.034573, -2.896486], [-1.737490, -0.381076, -3.512043], [-3.831915, -0.631921, -3.238714], [2.831714, 0.350248, -3.335324], [2.307567, -0.783376, 3.467709], [2.010591, -2.209167, -0.558704], [-2.718170, 0.311954, 1.854378], [-2.484355, 3.065506, 3.411004], [3.843237, -3.809804, -0.118771], [2.653213, 0.912769, -0.906924], [-4.124662, 2.639448, -0.045601], [-3.246963, -0.865851, 0.832127], [-3.941318, 0.303187, -1.006734], [-1.731582, -0.725429, -4.537238], [0.778443, -0.303386, -4.567274], [4.149373, -2.390075, 3.888562]],
  "atomic_forces_ev_per_a": [[-0.05, -0.03, -0.06], [0.07, -0.10, 0.05], [-0.02, -0.21, -0.10], [-0.01, 0.00, 0.01], [0.00, 0.01, 0.00], [0.11, 0.22, 0.12], [0.05, 0.08, -0.05], [-0.03, 0.14, -0.09], [0.03, 0.01, 0.08], [-0.03, -0.03, -0.02], [-0.04, -0.02, -0.06], [0.03, -0.04, -0.01], [-0.02, -0.04, 0.01], [0.00, 0.00, -0.01], [-0.02, 0.03, -0.02], [0.03, -0.02, 0.18], [-0.04, 0.00, 0.03], [0.00, 0.00, -0.02], [-0.03, 0.00, -0.06], [0.03, 0.03, 0.04], [-0.06, 0.00, 0.01], [0.00, -0.01, -0.03], [0.01, -0.02, -0.02], [-0.02, 0.01, 0.03], [0.01, 0.00, 0.00], [0.00, 0.01, 0.00], [0.04, 0.00, -0.03], [0.00, -0.01, -0.02], [-0.01, 0.00, 0.01], [0.00, 0.00, 0.00], [0.01, -0.02, 0.01], [0.00, -0.01, 0.00], [-0.01, 0.01, 0.00], [0.00, -0.01, 0.01], [0.00, 0.00, 0.00], [-0.01, 0.00, 0.01], [-0.01, 0.02, 0.01], [-0.02, -0.01, 0.00], [-0.01, -0.01, -0.01], [0.01, 0.00, 0.01], [0.01, 0.00, 0.00], [-0.01, 0.00, 0.00]],
  "mulliken_charge": [-0.119, 0.984, 0.715, -0.350, -0.857, -0.438, -0.270, -0.148, -0.716, -0.605, -0.500, -0.124, -0.538, -0.851, 0.566, 2.845, -0.909, 0.159, -1.382, -0.731, -0.763, -0.632, -0.609, -0.702, 0.551, -0.742, 1.075, -1.234, 0.360, 0.391, 0.483, 0.394, 0.238, 0.312, 0.409, 0.456, 0.340, 0.312, 0.504, 0.320, 0.403, 0.404],
  "lumo_ev": 2.78,
  "total_charge": -1,
  "homo_ev": -3.73,
  "gap_ev": 6.515
}

{
  "formula": "C5H7NO2",
  "method": "the ωB97M-V functional and the def2-TZVPD basis",
  "elements": ["O", "O", "N", "C", "C", "C", "C", "C", "H", "H", "H", "H", "H", "H", "H"],
  "coordinates": [[-0.492998, -0.716646, 0.283597], [1.566171, -0.897852, 1.534172], [1.814312, 2.245076, -0.699929], [1.185295, -0.740352, 0.426982], [-2.532574, 0.435572, 0.418915], [-1.069247, 0.365925, 0.601754], [1.727257, -1.245742, -0.861023], [1.200242, 1.702569, 0.115750], [1.229521, -2.159646, -1.180726], [1.531886, -0.469093, -1.605842], [2.804125, -1.381488, -0.796141], [-2.761494, 1.283953, -0.231674], [-2.969083, -0.484472, 0.029151], [-2.977018, 0.685864, 1.387454], [-0.256396, 1.376332, 0.577562]],
  "atomic_forces_ev_per_a": [[0.20, 1.48, 0.64], [-0.80, 0.67, -1.55], [0.33, 0.18, -0.24], [0.55, -1.58, 2.17], [-0.18, -0.22, 0.48], [0.79, 0.42, -1.74], [-0.24, 1.20, -0.87], [-0.05, -0.06, -0.22], [-0.09, -0.03, 0.30], [0.07, -0.21, -0.07], [-0.10, -0.03, 0.28], [0.14, -0.03, 0.01], [0.05, 0.05, 0.05], [-0.06, -0.01, -0.03], [-0.61, -1.83, 0.80]],
  "mulliken_charge": [-0.295, -0.406, -0.561, 0.595, -1.120, 0.593, -0.989, -0.030, 0.326, 0.314, 0.333, 0.304, 0.324, 0.322, 0.291],
  "lumo_ev": -0.48,
  "total_charge": 0,
  "homo_ev": -9.50,
  "gap_ev": 9.018
}

{
  "formula": "C37H62N7O5Sb2Si3Tb",
  "method": "the ωB97M-V functional and the def2-TZVPD basis",
  "elements": ["Tb", "Sb", "Sb", "Si", "Si", "Si", "O", "O", "O", "O", "O", "N", "N", "N", "N", "N", "N", "N", "C", "C", "C", "C", "C", "C", "C", "C", "C", "C", "C", "C", "C", "C", "C", "C", "C", "C", "C", "C", "C", "C", "C", "C", "C", "C", "C", "C", "C", "C", "C", "C", "C", "C", "C", "C", "C", "H", "H", "H", "H", "H", "H", "H", "H", "H", "H", "H", "H", "H", "H", "H", "H", "H", "H", "H", "H", "H", "H", "H", "H", "H", "H", "H", "H", "H", "H", "H", "H", "H", "H", "H", "H", "H", "H", "H", "H", "H", "H", "H", "H", "H", "H", "H", "H", "H", "H", "H", "H", "H", "H", "H", "H", "H", "H", "H", "H", "H", "H"],
  "coordinates": [[0.748350, -0.900248, 0.152219], [-4.624325, 1.562173, -4.844316], [3.787200, -2.014799, 2.371037], [3.786348, 1.471391, 2.143161], [3.301850, -3.613774, -0.784796], [3.872759, 0.176520, 5.160689], [-0.894591, -1.763749, -1.009998], [0.352094, 1.299626, -4.359184], [-2.477052, 0.382945, -4.992923], [-3.345747, -0.737017, -2.299346], [1.219530, -0.299418, -2.066112], [-2.788319, 1.982208, 0.956034], [-0.767321, 0.989233, 0.566955], [-0.545223, 2.273910, 0.795517], [2.160060, -3.929276, 2.878406], [0.938184, -0.801678, 2.550948], [-1.886000, 4.095956, 1.602010], [-1.786289, 2.838294, 1.075805], [-1.026076, -1.103068, -2.149370], [-0.532991, 0.750693, 4.240703], [3.731255, -5.349146, -0.119471], [-4.680222, 3.347706, -2.422194], [2.076534, -3.849445, -2.220624], [4.000253, 3.176252, 2.933941], [3.004839, 1.617958, 6.139710], [-1.736326, 0.022901, -3.998601], [0.144609, -0.490971, -2.755580], [-2.509545, 3.374111, -3.678166], [-2.115908, 0.778988, 0.699283], [5.472404, 0.862067, 1.491398], [5.396070, -3.470683, 2.842272], [-2.203615, -0.776170, -2.826620], [3.069942, 0.137806, 3.386813], [0.467153, -5.712717, 3.201570], [-7.679438, 0.484634, -4.861632], [-0.190298, -1.332334, 3.102651], [-4.046866, 3.542282, -7.115205], [-6.846905, 1.233550, -3.881742], [3.425100, -1.467402, 5.971435], [4.835979, -2.645310, -1.449213], [0.016336, -5.579488, 1.881770], [-0.311093, 0.371068, -3.860832], [0.598846, -4.531751, 1.099709], [2.660943, 1.654236, 0.646196], [-6.529760, 0.480173, -2.619828], [-6.509570, 3.648966, -6.324765], [1.686523, -3.754449, 1.583891], [-4.037943, 3.367402, -3.766290], [5.693712, 0.238980, 5.384652], [0.796757, 1.109834, 3.988349], [-1.036880, -0.554009, 3.923415], [-5.294343, 2.825555, -6.626464], [1.599376, 0.162613, 3.284956], [2.382266, -2.875476, 0.730763], [1.553485, -4.901860, 3.602857], [-6.965772, 1.051132, -1.749082], [-4.335643, 4.258225, -4.421101], [-4.128316, 4.029835, -1.752985], [6.202625, 0.646269, 2.274118], [3.111079, -2.197541, 5.226757], [-5.644165, 1.984887, -7.359524], [5.716869, -2.706270, -0.822515], [0.242484, -4.159041, 0.165926], [5.508796, -3.453627, 3.953783], [-7.236814, 3.122133, -5.694098], [5.034646, 3.408977, 3.357758], [6.373699, -3.024128, 2.521338], [2.467653, -1.268714, 6.553661], [2.967610, -5.766314, 0.580169], [-2.661581, 4.094150, 2.303828], [-1.198135, 1.509214, 4.662376], [5.888841, 0.549299, 6.437412], [0.019450, -6.383616, 3.874187], [3.274750, 3.342791, 3.788620], [2.651364, 2.505343, 5.561722], [-3.323147, 2.883252, -7.649180], [3.710422, 1.959262, 6.944943], [5.851974, 1.727297, 0.900800], [1.846364, -2.892825, -2.700304], [-5.442737, 0.293511, -2.519563], [-1.991793, 3.259811, -4.654740], [1.944655, -5.044968, 4.577509], [2.150055, 1.118359, 6.657654], [-7.185722, 0.228591, -5.891378], [-8.565294, 1.110341, -5.026669], [6.196462, 0.971239, 4.761951], [-7.052578, -0.488106, -2.620700], [-1.994350, -0.805425, 4.309700], [4.674765, -1.644838, -1.738580], [3.852248, -6.069999, -0.970282], [4.210116, -1.881026, 6.564747], [5.322594, 0.039445, 0.762243], [5.135691, -3.216713, -2.359030], [3.226779, 2.350047, -0.009090], [6.263591, -0.678930, 5.151476], [-0.395631, -2.400621, 2.951677], [-4.344233, 4.277362, -7.921047], [-6.189771, 4.554530, -5.792901], [-4.489046, 2.362380, -1.910880], [-5.771326, 3.488243, -2.423772], [-7.045367, 2.330913, -3.697179], [1.272862, 2.084179, 4.271189], [2.492888, 0.704436, 0.096286], [-2.161744, 2.566053, -3.064316], [1.670821, 2.105875, 0.868354], [-1.013300, 4.509157, 1.980306], [-3.528814, 4.118129, -6.395325], [-2.135187, 4.268338, -3.173223], [1.126869, -4.281920, -1.928383], [-7.072342, 3.902636, -7.210245], [-7.999462, -0.455748, -4.397480], [2.633925, -4.534036, -2.903418], [-2.563039, -0.198550, 0.763679], [3.796620, 4.027881, 2.290221], [5.238074, -4.450072, 2.439671], [-0.758634, -6.194587, 1.443921], [4.740221, -5.351728, 0.403222]],
  "atomic_forces_ev_per_a": [[0.96, -1.56, -1.34], [-3.35, 0.91, -0.49], [0.73, -0.31, -2.19], [0.66, -1.28, 0.60], [-0.74, -0.03, 0.96], [-1.97, 0.06, -0.25], [-0.01, 0.42, 0.33], [-1.76, -2.07, 0.64], [3.92, -2.11, 3.32], [1.77, -0.51, -1.54], [0.17, -0.86, 0.10], [1.99, -1.71, 0.53], [-2.62, 1.51, 0.63], [-2.12, 1.03, 0.80], [-1.69, -1.43, -0.77], [0.85, -0.85, 2.25], [-1.29, 0.91, 0.77], [2.97, -3.31, -0.92], [3.55, -1.09, 0.23], [0.22, 0.29, -0.56], [1.27, -0.65, -0.34], [0.45, -0.74, 1.55], [1.10, 0.07, 0.02], [0.22, 0.75, 1.66], [0.56, -0.40, 0.59], [-3.42, 1.01, -5.06], [-1.60, 0.63, 2.08], [0.06, 0.30, -0.48], [0.23, 2.96, 0.37], [-0.61, 1.04, -0.81], [1.06, 1.18, 1.27], [-2.73, 1.68, 1.27], [-0.01, 1.79, -0.67], [1.37, 1.34, -1.41], [-0.29, 0.07, -1.67], [-1.45, 1.34, 0.79], [-0.88, 0.05, -2.90], [3.08, 1.91, -0.52], [-2.27, 0.92, -0.05], [-0.28, -2.36, -0.07], [0.95, 2.10, -0.72], [2.21, 1.97, -0.18], [-0.19, -0.73, 1.89], [-0.33, 0.27, 0.08], [-0.41, 0.30, 1.24], [-0.03, 0.40, 0.85], [-0.52, -1.53, 1.03], [0.23, 0.67, -1.81], [1.37, 0.41, -0.25], [-0.55, -0.31, -0.13], [2.42, 1.12, -0.54], [0.00, -3.16, -0.30], [-0.13, 0.22, 0.53], [1.44, 2.22, -0.21], [-0.69, 0.45, -0.82], [0.81, -0.64, -0.47], [0.10, -1.08, 1.11], [-0.64, 0.39, -0.03], [-0.10, -0.26, -0.17], [0.18, -0.15, -0.14], [0.94, 1.48, 0.96], [0.05, 0.08, 0.48], [-0.49, -0.63, -0.77], [-0.40, -0.46, -0.66], [0.29, 0.07, -0.03], [-1.22, -0.67, -0.46], [-0.95, -0.38, -0.25], [1.23, -0.45, -0.20], [0.56, 0.42, -0.59], [1.04, 0.02, -0.93], [0.14, -0.40, 0.19], [-0.13, -0.38, -0.60], [-0.26, -0.88, 0.74], [0.81, -0.34, -0.82], [0.44, -0.83, 0.62], [-0.47, 0.18, 0.70], [-0.65, -0.14, -0.64], [0.03, -0.40, 0.31], [0.22, -0.15, -0.19], [-0.72, -0.06, 0.55], [-0.38, 0.17, 0.54], [0.32, 0.01, 0.92], [0.41, 0.63, -0.39], [-0.85, 0.48, 1.74], [-0.13, -0.48, -0.53], [0.03, 0.50, -0.08], [0.31, 0.12, 0.06], [-0.45, -0.72, 0.10], [-0.40, 1.24, -0.30], [-0.15, 0.44, 0.66], [0.36, -0.24, 0.65], [0.32, 0.29, 0.67], [-0.29, 0.40, 0.33], [-0.55, -0.51, -0.03], [-0.59, 0.08, 0.34], [-0.12, 0.48, -0.76], [0.22, -0.44, 0.63], [-0.38, 0.06, -0.11], [-0.28, 0.57, -0.56], [0.48, 0.26, 0.10], [-0.54, -1.42, -0.28], [-0.88, -1.22, -0.13], [0.68, 0.66, -0.02], [0.18, -0.74, 0.40], [0.72, -0.15, -0.12], [-0.64, -1.07, -0.62], [0.50, 0.47, 1.02], [-0.04, 0.28, -0.14], [-0.04, -0.33, 0.11], [0.01, 0.47, -0.54], [-0.05, 0.09, -0.37], [-0.71, 0.50, 0.08], [-0.29, 0.10, -0.61], [-0.04, -0.08, -0.53], [-0.09, -0.54, -0.06], [-0.12, 0.03, 0.19], [-1.17, 0.05, -0.45]],
  "mulliken_spin": [6.358, 0.000, -0.487, 0.000, -0.003, -0.025, -0.051, -0.005, -0.017, -0.005, -0.027, -0.001, -0.029, 0.001, -0.008, -0.054, 0.000, 0.000, 0.011, -0.015, 0.000, -0.001, 0.011, 0.013, 0.016, 0.008, -0.005, 0.003, 0.002, -0.064, 0.226, 0.002, 0.348, -0.023, 0.000, -0.031, 0.000, -0.008, -0.033, -0.024, 0.017, 0.001, -0.007, -0.011, -0.001, 0.000, -0.040, 0.000, 0.004, 0.030, 0.021, -0.001, 0.008, -0.070, 0.009, 0.000, -0.001, 0.000, -0.015, 0.030, 0.000, 0.000, -0.020, -0.020, 0.000, -0.001, -0.014, -0.001, -0.001, 0.000, -0.001, 0.000, -0.001, 0.001, 0.000, 0.000, 0.002, -0.011, -0.001, 0.001, 0.000, 0.002, -0.001, 0.000, 0.000, 0.000, 0.000, 0.001, 0.001, 0.000, -0.001, 0.032, -0.004, -0.001, 0.000, -0.002, 0.000, 0.000, 0.000, 0.000, 0.001, 0.002, -0.012, 0.000, -0.006, 0.000, 0.000, 0.000, 0.000, 0.000, 0.000, 0.001, 0.000, 0.001, -0.005, 0.001, 0.001],
  "lumo_ev": [-1.37, -1.03],
  "multiplicity": 7,
  "total_charge": 0,
  "homo_ev": [-5.87, -5.89],
  "gap_ev": [4.506, 4.868]
}

{
  "formula": "C4H8O2",
  "method": "the ωB97M-V functional and the def2-TZVPD basis",
  "elements": ["O", "O", "C", "C", "C", "C", "H", "H", "H", "H", "H", "H", "H", "H"],
  "coordinates": [[1.306460, 0.348003, 0.588843], [-0.293410, -1.883815, 0.508081], [1.078700, -0.222795, -0.652908], [-1.133405, 0.353629, 0.054095], [-0.305919, -0.851192, -0.449332], [0.007202, 1.203934, 0.671067], [1.879531, -0.884717, -0.979947], [-1.659843, 0.804158, -0.810284], [0.095297, 2.134024, 0.073936], [1.000858, 0.659184, -1.297911], [0.339252, 1.166718, 1.674351], [-1.905855, 0.033217, 0.761138], [0.277333, -1.594011, 1.235681], [-0.686205, -1.266333, -1.376812]],
  "atomic_forces_ev_per_a": [[-0.82, 0.92, -0.80], [0.35, -0.18, 0.06], [-0.23, -0.24, -0.61], [0.44, -0.37, 0.17], [-0.15, -0.02, -0.59], [1.64, -0.87, -0.48], [-0.08, -0.18, 0.16], [0.54, 0.26, 0.58], [0.53, -0.35, 0.77], [0.00, -0.51, -1.00], [-2.24, 1.71, 2.01], [0.32, -0.01, -0.05], [-0.07, -0.01, -0.15], [-0.24, -0.16, -0.05]],
  "mulliken_charge": [-0.467, -0.551, -0.611, -0.590, 0.103, -0.478, 0.328, 0.272, 0.281, 0.295, 0.362, 0.286, 0.354, 0.416],
  "lumo_ev": 1.00,
  "total_charge": 0,
  "smiles": "O[C@H]1CCOC1",
  "homo_ev": -9.82,
  "gap_ev": 10.813
}